Entry A
The molecule C19H26N2O2. Source: the OMol25 dataset; level of theory: ωB97M-V/def2-TZVPD.

Summary:
SMILES: O=C(NC1CCCCC1)[C@H]1CC(=O)N(CCc2ccccc2)C1
orbital gap: 9.3661 eV
HOMO energy: -8.70 eV

Last column: Löwdin charge in e.
Atoms and positions in Å:
O1 -0.72 0.17 -0.09  0.07
C1 0.24 0.65 -0.64  -0.45
N1 0.64 1.93 -0.46  0.10
H1 1.46 2.27 -0.93  0.15
C2 0.00 2.84 0.48  -0.32
C3 -0.32 4.17 -0.20  -0.15
C4 -1.01 5.11 0.78  -0.20
C5 -0.13 5.34 2.01  -0.21
C6 0.19 4.01 2.68  -0.20
C7 0.88 3.07 1.70  -0.15
H2 1.09 2.11 2.18  0.12
H3 1.83 3.50 1.38  0.12
H4 0.84 4.18 3.55  0.11
H5 -0.73 3.54 3.04  0.12
H6 -0.65 5.99 2.71  0.11
H7 0.79 5.83 1.71  0.11
H8 -1.22 6.06 0.29  0.11
H9 -1.96 4.67 1.09  0.12
H10 -0.96 3.99 -1.07  0.12
H11 0.61 4.62 -0.55  0.12
H12 -0.93 2.34 0.78  0.15
C8 1.13 -0.11 -1.63  -0.17
H13 1.10 0.43 -2.58  0.15
C9 2.57 -0.24 -1.10  -0.03
C10 2.71 -1.71 -0.70  -0.46
O2 3.66 -2.20 -0.12  0.06
N2 1.62 -2.37 -1.12  -0.04
C11 1.47 -3.79 -0.94  -0.13
C12 0.58 -4.16 0.26  -0.12
C13 -0.88 -3.92 0.00  -0.25
C14 -1.58 -4.77 -0.85  -0.05
C15 -2.92 -4.55 -1.12  -0.09
C16 -3.58 -3.48 -0.53  -0.09
C17 -2.89 -2.64 0.32  -0.08
C18 -1.55 -2.86 0.59  -0.06
H14 -1.02 -2.18 1.25  0.11
H15 -3.39 -1.80 0.78  0.10
H16 -4.62 -3.31 -0.74  0.10
H17 -3.45 -5.22 -1.78  0.10
H18 -1.07 -5.61 -1.30  0.11
H19 0.75 -5.21 0.48  0.12
H20 0.92 -3.57 1.12  0.12
H21 2.47 -4.19 -0.78  0.12
H22 1.05 -4.22 -1.86  0.13
C19 0.64 -1.56 -1.80  -0.08
H23 -0.34 -1.68 -1.35  0.11
H24 0.59 -1.85 -2.86  0.13
H25 2.77 0.39 -0.23  0.12
H26 3.32 -0.02 -1.86  0.13

Entry B
The molecule C19H26N2O2. Source: the OMol25 dataset; level of theory: ωB97M-V/def2-TZVPD.

Summary:
SMILES: O=C(c1ccco1)N1CCN([C@]23C[C@H]4C[C@H](C[C@H](C4)C2)C3)CC1
orbital gap: 8.8641 eV
HOMO energy: -8.21 eV

Last column: Löwdin charge in e.
Atoms and positions in Å:
O1 -0.34 1.22 -4.61  0.06
C1 0.59 0.70 -4.00  -0.40
N1 0.48 0.38 -2.69  -0.03
C2 1.51 -0.20 -1.86  -0.13
H1 2.47 0.26 -2.08  0.13
H2 1.59 -1.28 -2.04  0.14
C3 1.19 0.04 -0.38  -0.17
N2 -0.03 -0.64 0.01  -0.09
C4 -1.01 -0.63 -1.08  -0.15
H3 -0.92 -1.58 -1.63  0.13
C5 -0.81 0.52 -2.06  -0.11
H4 -0.88 1.48 -1.53  0.13
H5 -1.57 0.51 -2.84  0.13
H6 -2.02 -0.59 -0.68  0.11
C6 -0.55 -0.34 1.35  -0.42
C7 -1.51 -1.47 1.75  -0.08
C8 -2.04 -1.25 3.17  -0.29
C9 -2.77 0.09 3.24  -0.12
C10 -1.79 1.21 2.88  -0.29
C11 -1.27 1.01 1.46  -0.08
H7 -0.58 1.82 1.21  0.12
H8 -2.11 1.06 0.76  0.12
C12 -0.63 1.21 3.87  -0.12
C13 0.09 -0.14 3.79  -0.29
C14 -0.88 -1.26 4.16  -0.12
H9 -1.25 -1.11 5.17  0.12
H10 -0.37 -2.22 4.12  0.12
C15 0.61 -0.35 2.36  -0.09
H11 1.31 0.46 2.14  0.12
H12 1.14 -1.30 2.29  0.13
H13 0.94 -0.15 4.48  0.14
H14 -1.00 1.37 4.89  0.12
H15 0.07 2.01 3.64  0.12
H16 -2.31 2.18 2.94  0.14
H17 -3.61 0.10 2.54  0.12
H18 -3.16 0.25 4.25  0.12
H19 -2.74 -2.06 3.42  0.14
H20 -0.98 -2.42 1.69  0.13
H21 -2.36 -1.51 1.06  0.11
H22 2.02 -0.37 0.20  0.12
H23 1.15 1.13 -0.21  0.13
C16 1.85 0.43 -4.72  -0.17
C17 2.17 0.88 -5.97  0.01
C18 3.44 0.33 -6.28  -0.05
C19 3.79 -0.41 -5.19  -0.11
O2 2.85 -0.36 -4.25  0.02
H24 4.66 -1.00 -4.98  0.12
H25 4.00 0.47 -7.18  0.10
H26 1.57 1.51 -6.58  0.12

Energy ordering: entry A at the bottom, the next structure 1.524 eV above.

Entry A
An isolated ion of composition C8H14N3 and charge +1. Source: the OMol25 dataset; level of theory: ωB97M-V/def2-TZVPD.

Summary:
charge: +1
SMILES: CN1CCn2cc[n+](C)c2C1
orbital gap: 10.4200 eV
HOMO energy: -12.91 eV

Last column: Löwdin charge in e.
Atoms and positions in Å:
C1 2.02 -1.45 -0.14  -0.03
C2 2.72 -0.37 0.06  0.00
C3 0.62 0.17 -0.19  -0.18
C4 -0.66 0.86 -0.23  -0.06
C5 -0.47 -2.00 -0.54  -0.02
C6 -1.67 -1.26 0.09  -0.20
C7 2.24 2.02 0.25  0.03
C8 -2.96 0.67 0.27  -0.03
N1 0.70 -1.15 -0.27  0.02
N2 1.82 0.69 -0.02  -0.03
N3 -1.88 0.01 -0.48  -0.18
H1 2.44 -2.46 -0.25  0.16
H2 3.80 -0.27 0.16  0.15
H3 -0.79 1.20 0.75  0.11
H4 -0.59 1.73 -0.86  0.14
H5 -0.27 -3.05 -0.25  0.15
H6 -0.47 -2.01 -1.65  0.15
H7 -2.55 -1.83 0.02  0.12
H8 -1.56 -1.13 1.22  0.16
H9 2.82 2.21 1.07  0.08
H10 2.82 2.42 -0.58  0.12
H11 1.27 2.63 0.13  0.13
H12 -2.51 0.83 1.22  0.08
H13 -3.19 1.59 -0.16  0.09
H14 -3.69 -0.05 0.37  0.08

Entry B
An isolated ion of composition C8H14N3 and charge +1. Source: the OMol25 dataset; level of theory: ωB97M-V/def2-TZVPD.

Summary:
charge: +1
orbital gap: 9.7076 eV
HOMO energy: -12.75 eV

Last column: Löwdin charge in e.
Atoms and positions in Å:
C1 0.28 -1.06 1.76  0.19
C2 0.65 -0.61 -0.54  -0.24
C3 1.19 -1.05 0.80  -0.30
C4 -0.19 1.52 -0.11  -0.39
C5 -1.37 -0.41 0.65  -0.10
C6 2.64 -1.38 0.95  -0.02
C7 -0.14 3.00 -0.18  0.01
C8 -1.53 -0.78 -1.80  0.03
N1 0.71 0.81 -0.64  0.16
N2 -1.30 0.97 0.51  0.10
N3 -0.82 -1.08 -0.54  -0.08
H1 0.25 -1.23 2.81  0.08
H2 1.16 -1.04 -1.40  0.16
H3 -2.29 -0.82 1.04  0.15
H4 3.22 -0.47 0.81  0.10
H5 2.94 -2.08 0.18  0.09
H6 2.85 -1.79 1.93  0.09
H7 0.52 3.31 -0.98  0.10
H8 0.25 3.40 0.76  0.10
H9 -1.13 3.42 -0.33  0.09
H10 -1.42 0.27 -2.05  0.11
H11 -1.12 -1.38 -2.61  0.11
H12 -2.59 -1.02 -1.69  0.11
H13 -1.93 1.56 1.03  0.16
H14 -0.83 -2.09 -0.38  0.19

Energy ordering: entry A at the bottom, the next structure 1.117 eV above.